Entry 1:
{
  "formula": "C31H29BrN2OPPdS",
  "method": "the ωB97M-V functional and the def2-TZVPD basis",
  "molar_mass_g_mol": 695.0,
  "total_energy_ev": -131265.9373,
  "largest_force_ev_per_a": 0.4,
  "de_lowest_kcal_mol": 7.0,
  "total_charge": 3,
  "elements": ["Pd", "Br", "C", "C", "C", "C", "C", "C", "C", "C", "C", "C", "H", "H", "H", "H", "H", "H", "N", "P", "C", "C", "C", "C", "C", "C", "C", "C", "C", "C", "C", "C", "C", "C", "C", "C", "C", "N", "H", "H", "H", "H", "H", "H", "H", "H", "H", "H", "H", "H", "H", "H", "H", "O", "S", "C", "C", "C", "C", "H", "H", "H", "H", "H", "H", "H", "H"],
  "xyz": [[-0.767, 0.026, -0.953], [-3.005, -0.894, -1.248], [-3.922, 0.609, -0.481], [-5.282, 0.632, -0.426], [-5.886, 1.789, 0.112], [-5.111, 2.821, 0.574], [-3.695, 2.764, 0.532], [-2.886, 3.801, 1.060], [-1.516, 3.703, 1.049], [-0.885, 2.575, 0.488], [-1.639, 1.558, -0.049], [-3.067, 1.626, -0.030], [-5.887, -0.188, -0.789], [-6.965, 1.846, 0.155], [-5.577, 3.705, 0.991], [-3.369, 4.671, 1.488], [-0.907, 4.494, 1.465], [0.195, 2.530, 0.478], [-0.260, -2.856, -0.183], [-0.094, -1.461, 0.697], [1.589, -1.092, 1.034], [2.630, -1.764, 0.377], [3.936, -1.514, 0.758], [4.202, -0.599, 1.773], [3.169, 0.084, 2.409], [1.857, -0.154, 2.041], [-1.044, -1.594, 2.177], [-2.295, -1.025, 2.406], [-2.946, -1.282, 3.601], [-2.362, -2.107, 4.553], [-1.112, -2.673, 4.329], [-0.438, -2.412, 3.150], [-0.003, -2.887, -1.560], [0.214, -4.062, -2.264], [0.420, -3.963, -3.627], [0.414, -2.713, -4.244], [0.194, -1.600, -3.470], [-0.017, -1.682, -2.141], [-0.574, -3.698, 0.285], [2.423, -2.493, -0.396], [4.749, -2.048, 0.283], [5.225, -0.425, 2.080], [3.390, 0.786, 3.202], [1.048, 0.362, 2.545], [-2.750, -0.369, 1.677], [-3.911, -0.834, 3.792], [-2.879, -2.305, 5.483], [-0.657, -3.305, 5.079], [0.550, -2.832, 2.996], [0.224, -5.017, -1.757], [0.587, -4.859, -4.212], [0.563, -2.613, -5.310], [0.154, -0.610, -3.905], [0.976, 1.086, -0.932], [2.201, 0.732, -1.850], [3.614, 1.382, -0.912], [3.898, 2.781, -1.449], [3.621, 2.715, -2.948], [2.246, 2.063, -3.089], [4.434, 0.687, -1.097], [3.326, 1.321, 0.138], [4.930, 3.059, -1.240], [3.251, 3.515, -0.966], [4.382, 2.118, -3.454], [3.614, 3.696, -3.419], [2.034, 1.652, -4.074], [1.444, 2.740, -2.785]]
}

Entry 2:
{
  "formula": "C10H16N2PRe",
  "method": "the ωB97M-V functional and the def2-TZVPD basis",
  "molar_mass_g_mol": 381.4,
  "total_energy_ev": -25011.8318,
  "largest_force_ev_per_a": 3.1,
  "s2": 4.164,
  "total_charge": 1,
  "multiplicity": 4,
  "elements": ["C", "C", "C", "C", "C", "Re", "P", "H", "H", "H", "H", "H", "H", "H", "H", "C", "C", "C", "C", "N", "N", "C", "H", "H", "H", "H", "H", "H", "H", "H"],
  "xyz": [[0.304, 0.053, -3.091], [-0.705, -0.854, -3.516], [-0.272, -2.163, -3.203], [1.057, -2.189, -2.711], [1.412, -0.826, -2.480], [0.735, 1.468, 0.099], [-0.190, 3.105, -1.199], [0.327, 1.185, -3.074], [-1.658, -0.526, -3.996], [-0.772, -3.049, -3.583], [2.270, -0.392, -1.921], [1.667, -3.027, -2.368], [-1.465, 3.470, -0.632], [-0.509, 3.125, -2.613], [0.507, 4.377, -1.130], [0.492, 1.252, 4.227], [0.215, 0.409, 3.045], [-0.621, -0.665, 2.767], [-0.547, -0.990, 1.421], [0.228, -0.190, 0.715], [0.899, 0.802, 1.967], [-1.233, -2.086, 0.674], [-0.421, 1.418, 4.802], [1.212, 0.743, 4.880], [0.913, 2.235, 3.937], [-1.171, -1.233, 3.529], [1.548, 1.650, 1.883], [-0.748, -3.043, 0.923], [-2.264, -2.139, 1.049], [-1.210, -1.917, -0.401]]
}

Entry 3:
{
  "formula": "C2H16N2O4",
  "method": "the ωB97M-V functional and the def2-TZVPD basis",
  "molar_mass_g_mol": 132.2,
  "total_energy_ev": -13502.9070,
  "largest_force_ev_per_a": 1.2,
  "s2": 0.750,
  "de_lowest_kcal_mol": 7.1,
  "total_charge": -1,
  "multiplicity": 2,
  "elements": ["C", "N", "C", "N", "H", "H", "H", "H", "H", "H", "H", "H", "H", "H", "O", "H", "H", "O", "H", "H", "O", "H", "H", "O"],
  "xyz": [[0.152, -0.713, 0.878], [0.568, 0.684, 0.709], [-0.398, 1.523, 0.053], [-0.583, 1.167, -1.368], [0.906, -1.144, 1.540], [-0.835, -0.787, 1.356], [0.023, -1.358, 0.008], [0.792, 1.026, 1.637], [-0.035, 2.556, 0.125], [-1.404, 1.498, 0.491], [-0.624, 2.048, -1.880], [0.148, 0.575, -1.743], [2.089, 0.339, -0.418], [3.081, 1.296, -1.139], [2.874, 0.366, -0.996], [3.957, -1.034, 1.573], [3.420, 0.177, 0.841], [3.627, -0.145, 1.741], [-2.915, -1.930, -0.040], [-3.352, -3.182, 0.752], [-3.044, -2.279, 0.856], [-2.157, 0.001, -1.255], [-3.337, -0.150, -2.255], [-2.952, -0.536, -1.464]]
}